Record 1
Formula: H19O9
Source: the Open Molecules 2025 dataset
Level of theory: the ωB97M-V functional and the def2-TZVPD basis

Last column: natural (NBO) charge in e.
Element x y z (Å)
1 O 1.132 2.779 0.605  -0.954
2 H 0.161 -0.786 -0.216  0.509
3 H 0.644 0.882 -2.088  0.548
4 O 2.934 -2.692 -1.678  -0.851
5 H -0.537 0.661 3.551  0.501
6 O 0.242 1.879 -1.962  -0.813
7 H 2.653 -3.613 -1.634  0.511
8 H -0.314 1.516 -1.160  0.542
9 O -1.464 -0.961 2.594  -0.732
10 H -2.183 -0.342 2.351  0.509
11 H -1.918 -1.772 2.887  0.525
12 O 1.053 -0.268 -2.802  -0.937
13 H 1.816 -0.790 -2.463  0.518
14 H 0.668 -1.076 -3.188  0.534
15 O -0.252 1.590 3.555  -0.581
16 H 0.782 2.533 -1.444  0.558
17 H 0.286 1.659 4.374  0.521
18 O -3.683 0.385 1.710  -0.952
19 H 1.650 3.565 0.820  0.502
20 H -4.215 0.683 0.952  0.523
21 O 0.058 0.166 -0.094  -0.958
22 H -0.559 0.284 0.645  0.482
23 H -3.463 1.190 2.193  0.485
24 O 0.057 -2.727 -2.101  -0.975
25 H -0.031 -3.399 -2.789  0.507
26 H -0.556 -2.875 -1.384  0.488
27 H 0.676 2.612 1.442  0.480
28 H 3.759 -2.453 -1.244  0.508

Cartesian forces, eV/Å:
-0.081 0.204 0.387
-0.015 0.057 -0.101
0.556 0.776 -1.253
-0.750 1.117 -0.538
0.040 -0.654 -0.217
-1.255 -0.723 2.599
0.671 -0.029 0.378
0.620 0.791 -1.573
0.343 0.421 0.433
-0.765 -0.262 -0.469
0.075 -0.042 0.022
1.455 -1.611 0.105
0.191 0.986 0.329
-1.277 0.698 -0.064
0.208 -0.066 0.304
0.204 -0.629 -0.560
-0.118 0.299 -0.090
0.493 0.262 0.002
0.156 0.108 -0.240
0.145 -0.254 0.225
-0.609 -0.037 0.782
0.320 -0.351 -0.233
-0.523 0.299 0.012
0.639 0.382 -0.365
-0.424 -0.194 0.409
-0.453 -0.591 -0.187
-0.013 -0.079 -0.266
0.170 -0.877 0.170

- Expectation value of S²: 0.757
- Molecular weight: 163.1 g mol⁻¹
- E_LUMO (alpha / beta): -6.450 / -14.871 eV
- Charge: +2
- Energy relative to the best compared isomer or geometry (same formula, charge and spin): 28.1 kJ/mol
- Spin multiplicity: 2
- Electronic energy: -687.76291 a.u.

Record 2
Formula: C6H10O
Source: the Open Molecules 2025 dataset
Level of theory: the ωB97M-V functional and the def2-TZVPD basis

Last column: natural (NBO) charge in e.
Element x y z (Å)
1 C 1.393 -2.252 -2.162  -0.655
2 C 0.536 -1.866 -1.008  -0.172
3 C 0.823 -1.026 -0.012  -0.190
4 C -0.193 -0.294 0.816  -0.415
5 C 0.197 1.217 0.945  -0.511
6 C -1.060 1.991 1.225  0.447
7 O -1.871 2.288 0.389  -0.517
8 H 0.824 -2.403 -3.077  0.225
9 H 1.995 -3.167 -2.071  0.218
10 H 2.176 -1.516 -2.335  0.219
11 H -0.504 -2.193 -1.047  0.188
12 H 1.817 -1.010 0.440  0.192
13 H -0.134 -0.714 1.824  0.200
14 H -1.202 -0.525 0.477  0.218
15 H 0.624 1.469 -0.022  0.238
16 H 0.841 1.229 1.817  0.217
17 H -1.311 2.109 2.299  0.099

Cartesian forces, eV/Å:
1.368 -0.842 0.026
-0.797 0.457 0.027
0.151 -0.745 0.646
0.189 -0.985 0.843
-0.942 -1.033 -0.312
-0.379 -0.717 0.136
0.175 0.343 -0.117
-0.173 0.278 0.062
-0.405 -0.202 0.378
-0.232 0.335 -0.126
-0.080 0.443 -0.480
0.351 0.754 -0.887
-0.179 0.010 0.181
-0.054 0.502 -0.312
0.318 0.548 0.221
0.579 0.581 -0.299
0.112 0.272 0.014

- Molecular weight: 98.1 g mol⁻¹
- E_LUMO: 1.125 eV
- SMILES string: C/C=C/CCC=O
- Energy relative to the best compared isomer or geometry (same formula, charge and spin): 129.1 kJ/mol
- Electronic energy: -309.79322 a.u.

Record 3
Formula: C28H38N9OPd
Source: the Open Molecules 2025 dataset
Level of theory: the ωB97M-V functional and the def2-TZVPD basis

Last column: Mulliken charge in e.
Element x y z (Å)
1 Pd -0.179 0.540 0.016  -0.480
2 C -2.288 -1.839 -0.707  -0.670
3 N -2.512 -1.652 0.722  0.498
4 C -3.902 -1.582 1.137  -1.160
5 C -1.489 -1.619 1.597  -0.297
6 N -0.334 -1.048 1.265  1.592
7 C 0.886 -1.641 1.664  0.927
8 C 1.001 -3.009 1.619  -0.706
9 C 2.174 -3.658 2.038  -1.063
10 C 3.243 -2.926 2.460  -1.000
11 C 3.194 -1.510 2.447  0.361
12 C 4.335 -0.758 2.810  -0.893
13 C 4.328 0.604 2.720  -1.122
14 C 3.178 1.267 2.266  -0.064
15 C 2.026 0.574 1.970  0.475
16 N 0.894 1.276 1.507  1.192
17 C 0.614 2.518 1.901  0.110
18 N 0.187 3.437 1.011  0.274
19 C 0.617 3.421 -0.383  -1.175
20 C -0.773 4.473 1.357  -1.170
21 N 0.701 2.888 3.197  0.238
22 C 0.648 1.908 4.267  -0.860
23 C 1.211 4.197 3.584  -1.256
24 C 2.006 -0.846 2.041  -1.045
25 N -1.698 -2.152 2.824  0.246
26 C -2.435 -3.399 2.987  -1.166
27 C -0.878 -1.794 3.965  -0.762
28 H -2.892 -2.682 -1.050  0.507
29 H -1.242 -2.080 -0.887  -0.163
30 H -2.568 -0.954 -1.278  -0.250
31 H -4.401 -0.791 0.574  0.338
32 H -3.968 -1.352 2.198  0.322
33 H -4.426 -2.519 0.938  0.387
34 H 0.187 -3.601 1.221  0.597
35 H 2.223 -4.737 1.988  0.495
36 H 4.159 -3.410 2.772  0.439
37 H 5.224 -1.286 3.127  0.466
38 H 5.212 1.177 2.965  0.421
39 H 3.204 2.341 2.130  0.596
40 H 1.464 2.750 -0.516  0.291
41 H 0.921 4.429 -0.669  0.461
42 H -0.199 3.113 -1.044  0.132
43 H -1.207 4.272 2.332  0.391
44 H -1.571 4.474 0.613  0.349
45 H -0.312 5.463 1.364  0.364
46 H 0.046 1.063 3.951  -0.099
47 H 0.179 2.373 5.134  0.454
48 H 1.644 1.555 4.545  0.276
49 H 1.492 4.769 2.705  0.416
50 H 2.100 4.059 4.204  0.385
51 H 0.471 4.757 4.158  0.381
52 H -2.858 -3.722 2.041  0.392
53 H -3.233 -3.286 3.722  0.353
54 H -1.745 -4.173 3.335  0.376
55 H -0.438 -0.815 3.810  0.109
56 H -0.072 -2.517 4.119  0.291
57 H -1.512 -1.771 4.852  0.476
58 C -3.883 1.075 -2.531  -0.475
59 C -2.880 1.036 -3.697  -0.815
60 C -1.502 1.070 -3.025  -0.054
61 O -1.746 1.071 -1.590  0.667
62 C -3.056 1.626 -1.385  -0.723
63 H -4.231 0.069 -2.289  0.182
64 H -4.755 1.690 -2.743  0.498
65 H -3.007 1.894 -4.354  0.313
66 H -2.994 0.138 -4.299  0.355
67 H -0.938 1.971 -3.276  0.428
68 H -0.904 0.199 -3.257  -0.528
69 H -2.991 2.719 -1.427  0.357
70 H -3.389 1.325 -0.392  0.238
71 N 1.475 0.417 -1.689  -0.614
72 C 1.266 -0.632 -2.154  0.751
73 C 0.955 -1.903 -2.618  -0.009
74 C 1.099 -2.990 -1.723  0.243
75 N 1.155 -3.864 -0.972  -0.518
76 C 0.190 -2.022 -3.805  0.309
77 N -0.448 -2.049 -4.765  -0.578

Cartesian forces, eV/Å:
0.093 0.023 0.152
-0.060 -0.097 -0.007
-0.044 0.111 -0.110
-0.032 0.020 -0.012
0.098 -0.001 0.158
-0.380 0.101 0.019
0.093 -0.028 -0.020
-0.099 0.042 0.167
0.034 0.025 0.076
-0.064 -0.028 -0.024
-0.024 0.041 -0.008
-0.029 0.017 -0.023
-0.015 -0.016 0.008
-0.011 0.004 -0.017
0.022 -0.016 -0.004
-0.053 -0.019 -0.219
0.040 -0.044 0.060
-0.012 -0.024 0.002
0.008 -0.052 0.004
-0.029 0.001 0.013
0.040 -0.029 -0.041
0.006 -0.009 -0.007
0.017 0.009 -0.004
-0.003 0.010 0.038
-0.018 -0.053 -0.035
0.039 -0.034 -0.006
0.034 0.005 0.022
0.016 -0.022 0.009
0.020 0.034 -0.036
0.049 -0.169 0.080
-0.011 -0.006 -0.009
-0.004 0.008 -0.029
-0.010 0.002 0.011
0.028 0.059 0.114
0.012 0.004 -0.011
0.017 -0.005 0.004
0.012 -0.010 0.007
0.009 0.006 0.002
-0.014 0.026 0.001
-0.031 -0.018 -0.007
-0.001 -0.008 0.002
0.014 -0.005 -0.010
0.009 0.000 0.007
0.001 0.001 -0.004
-0.001 0.007 0.000
0.015 0.025 0.003
-0.003 -0.002 0.005
0.001 -0.003 -0.001
0.000 0.005 0.000
-0.002 0.004 -0.004
-0.003 0.005 0.003
0.016 -0.009 0.024
-0.008 -0.004 -0.010
-0.015 0.000 0.012
-0.017 -0.043 0.006
-0.006 0.013 0.010
0.005 0.007 0.012
-0.027 -0.017 0.013
0.022 0.000 0.004
-0.062 0.099 -0.059
0.186 0.007 -0.064
-0.027 0.010 0.079
-0.024 0.033 -0.022
0.003 0.000 0.001
-0.004 0.011 0.018
-0.004 0.002 -0.008
0.007 -0.039 0.011
0.054 -0.070 -0.008
-0.002 -0.016 0.013
0.007 0.005 0.008
0.110 0.300 -0.142
0.088 -0.092 0.158
-0.123 0.016 0.108
-0.082 -0.004 -0.212
0.080 -0.121 -0.257
0.158 0.023 -0.015
-0.106 -0.008 -0.002

- Molecular weight: 623.1 g mol⁻¹
- E_LUMO (alpha / beta): -4.398 / -4.380 eV
- Charge: +1
- Electronic energy: -1785.38476 a.u.

Record 4
Formula: C31H47ClGaO2P2
Source: the Open Molecules 2025 dataset
Level of theory: the ωB97M-V functional and the def2-TZVPD basis

Last column: Mulliken charge in e.
Element x y z (Å)
1 Ga 2.111 1.851 -1.276  0.793
2 C 0.487 0.664 3.790  0.654
3 C 0.756 -0.734 3.732  0.204
4 C 2.530 0.364 2.781  0.090
5 C 1.583 1.344 3.194  0.647
6 C 2.010 -0.917 3.092  0.734
7 C -0.670 1.322 4.413  -0.625
8 H -1.461 0.608 4.657  0.505
9 H -1.077 2.074 3.724  -0.207
10 H -0.376 1.863 5.328  0.414
11 C 1.729 2.805 3.110  -0.638
12 H 0.806 3.262 2.649  0.068
13 H 2.605 3.099 2.520  0.501
14 H 1.802 3.252 4.117  0.329
15 C 3.871 0.642 2.222  -1.511
16 H 4.605 0.821 3.031  0.308
17 H 3.863 1.519 1.554  0.322
18 H 4.236 -0.237 1.671  0.342
19 C 2.672 -2.220 2.830  -1.507
20 H 3.276 -2.580 3.680  0.337
21 H 3.332 -2.140 1.959  0.414
22 H 1.920 -2.988 2.615  0.369
23 C -0.113 -1.815 4.243  -1.682
24 H 0.230 -2.158 5.234  0.429
25 H -0.108 -2.687 3.569  0.359
26 H -1.152 -1.477 4.355  0.349
27 C -1.690 1.095 0.152  -0.128
28 C -2.118 0.578 1.297  -0.968
29 C -2.641 -0.817 1.535  -0.654
30 C -2.167 -1.961 0.612  -1.062
31 C -0.676 -2.071 0.606  -0.382
32 C 0.143 -1.363 -0.177  -0.508
33 C -0.259 -0.484 -1.308  1.437
34 C -1.544 0.355 -1.141  -0.822
35 H -3.746 -0.808 1.465  0.502
36 H -2.556 -1.841 -0.409  0.202
37 H -2.375 -1.084 2.574  0.018
38 H -2.402 -0.304 -1.281  0.176
39 H -1.382 2.150 0.136  0.561
40 H -2.333 1.268 2.116  0.729
41 H -1.562 1.110 -1.943  0.584
42 H 0.593 0.211 -1.464  -0.846
43 H 1.222 -1.407 0.004  0.516
44 H -0.347 -1.029 -2.265  -0.387
45 H -2.624 -2.904 0.983  0.511
46 H -0.285 -2.810 1.322  0.583
47 P -0.288 -1.942 -5.188  0.456
48 P 2.195 -3.430 -6.039  0.162
49 C -0.434 -2.873 -6.817  -0.894
50 C 0.944 -3.124 -7.405  -0.975
51 H -1.045 -2.267 -7.489  0.468
52 H -0.981 -3.807 -6.637  0.437
53 H 0.948 -3.982 -8.084  0.498
54 H 1.304 -2.261 -7.979  0.428
55 C 3.674 -3.592 -7.140  -1.100
56 H 4.510 -3.971 -6.535  0.374
57 H 3.921 -2.595 -7.530  0.341
58 H 3.494 -4.281 -7.979  0.310
59 C 1.840 -5.251 -5.822  -1.090
60 H 1.778 -5.770 -6.793  0.334
61 H 0.896 -5.381 -5.270  0.262
62 H 2.670 -5.682 -5.239  0.378
63 C -0.976 -0.327 -5.728  -1.152
64 H -1.158 0.298 -4.845  0.221
65 H -1.908 -0.465 -6.288  0.368
66 H -0.242 0.174 -6.369  0.341
67 C -1.761 -2.670 -4.360  -0.841
68 H -1.567 -3.729 -4.152  0.299
69 H -2.649 -2.593 -4.998  0.416
70 H -1.944 -2.154 -3.409  0.056
71 Cl -1.948 7.261 7.640  -0.212
72 C -1.826 6.464 6.135  0.377
73 C -2.621 6.867 5.056  -0.533
74 C -2.496 6.228 3.818  -0.761
75 C -1.596 5.158 3.639  0.249
76 C -0.790 4.801 4.723  0.994
77 C -0.904 5.406 5.982  -0.907
78 C -1.620 4.422 2.298  0.246
79 O -2.600 4.748 1.586  -0.779
80 O -0.716 3.580 2.005  -0.684
81 H -3.335 7.681 5.181  0.399
82 H -3.134 6.545 3.002  0.459
83 H -0.055 3.997 4.593  -0.404
84 H -0.301 5.094 6.830  0.394

Cartesian forces, eV/Å:
-0.295 0.061 0.123
-0.057 -0.128 0.255
-0.611 0.218 0.051
0.082 -0.522 -0.103
-0.084 0.839 0.333
0.731 0.088 -0.178
-0.383 0.026 0.000
0.167 0.144 0.093
0.156 0.030 0.077
-0.063 -0.188 -0.202
0.466 -0.351 -0.131
-0.216 -0.084 0.141
-0.030 -0.066 0.303
-0.016 -0.146 -0.297
0.334 -0.209 -0.253
-0.290 0.112 -0.337
0.138 -0.227 0.323
-0.004 0.317 0.060
-0.019 -0.172 -0.193
-0.203 0.205 -0.198
-0.052 -0.130 0.203
0.182 0.076 0.064
-0.304 -0.261 0.091
-0.060 0.076 -0.281
0.052 0.295 0.304
0.340 -0.118 0.027
0.809 0.429 0.135
-0.845 0.061 -0.092
-0.252 -0.235 0.076
-0.523 -0.473 -0.147
0.300 -0.214 -0.068
0.224 -0.588 0.676
-0.619 0.440 -0.266
0.010 0.120 -0.340
0.382 0.129 0.294
0.075 -0.114 0.477
-0.290 -0.005 -0.331
0.151 0.303 -0.304
-0.354 -0.293 0.260
0.430 -0.099 -0.175
-0.126 -0.369 0.019
0.075 0.147 -0.221
-0.233 -0.396 -0.115
0.347 0.035 0.318
0.349 0.525 -0.155
0.196 0.615 -0.243
-0.603 -0.114 -0.024
0.441 -0.857 -1.010
-0.095 0.336 0.405
0.585 -0.029 0.244
-0.098 -0.114 -0.023
0.214 0.127 0.032
0.017 0.098 -0.010
-0.114 -0.031 0.117
0.001 -0.100 0.059
-0.119 0.174 -0.277
0.078 -0.322 0.088
0.096 0.204 0.198
0.120 0.230 0.156
-0.008 0.183 0.325
0.351 -0.086 -0.142
-0.395 0.018 -0.107
-0.109 0.066 -0.017
-0.029 -0.004 -0.209
0.083 0.174 0.115
-0.157 -0.020 0.113
-0.191 0.085 -0.011
-0.033 0.216 0.024
0.027 -0.026 0.191
-0.099 -0.151 -0.150
-0.103 0.278 0.582
0.456 -1.015 -1.121
0.330 -0.189 -0.114
0.163 -0.219 0.689
-0.088 0.458 0.473
0.139 -0.267 0.205
-0.613 0.675 -0.538
-1.816 1.365 -0.728
1.378 -0.901 0.368
0.285 -0.271 0.131
0.227 -0.195 0.007
0.140 -0.192 -0.028
-0.475 0.445 0.090
-0.050 0.068 -0.178

- Molecular weight: 618.8 g mol⁻¹
- E_LUMO (alpha / beta): -5.481 / -5.661 eV
- Charge: +1
- Energy relative to the best compared isomer or geometry (same formula, charge and spin): 0.0 kJ/mol
- Electronic energy: -4427.15192 a.u.